Record 1
Density functional theory data (the ωB97M-V functional and the def2-TZVPD basis) for the molecule C7H10S in a non-equilibrium geometry.

Geometry as XYZ:
```
18
Properties=species:S:1:pos:R:3
C 1.320 1.324 0.825
C 0.524 1.133 -0.524
C -0.754 0.434 -0.600
C -1.164 -0.663 0.009
C 2.806 -0.230 -0.756
C 1.798 0.410 -0.165
C -2.496 -1.276 -0.070
S 4.289 -0.622 0.016
H 1.632 2.396 1.095
H 1.011 0.910 1.846
H 0.685 2.016 -1.174
H -1.608 1.139 -0.974
H -0.432 -1.288 0.516
H 2.869 -0.545 -1.740
H -2.286 -2.326 0.162
H -2.874 -0.776 -1.015
H -3.239 -0.972 0.717
H 4.160 0.061 1.088
```

The SMILES is C/C=C/[C@H]1C/C1=C\S. As for the LUMO energy: 0.9 eV. Its total charge is 0. As for the total energy: -670.76804 Eh. The value obtained for the relative energy (zero: lowest compared OMol25 entry of this formula, charge and spin) is 355.8 kJ/mol.

Results of the natural (NBO) charge analysis, in e, for atoms 1 through 8: atom 1 (C): -0.442, atom 2 (C): -0.269, atom 3 (C): -0.201, atom 4 (C): -0.174, atom 5 (C): -0.329, atom 6 (C): -0.044, atom 7 (C): -0.664, atom 8 (S): 0.054



Record 2
Density functional theory data (the ωB97M-V functional and the def2-TZVPD basis) for a structure of composition C26H62B2CrF8N2O17 in a non-equilibrium geometry.

Geometry as XYZ:
```
118
Properties=species:S:1:pos:R:3
Cr -12.668 -25.740 -5.874
N -11.179 -29.523 -5.640
H -11.368 -28.578 -6.045
H -12.076 -30.008 -5.612
H -10.882 -29.272 -4.684
H -10.503 -30.072 -6.155
N -13.155 -26.843 -2.499
H -13.345 -27.778 -2.924
H -13.463 -26.730 -1.533
H -13.650 -26.105 -3.039
H -12.149 -26.669 -2.427
C -10.074 -28.274 -8.632
C -11.032 -27.127 -8.365
C -12.156 -27.102 -9.421
O -11.536 -27.094 -7.061
H -9.701 -28.406 -9.646
H -10.674 -29.187 -8.486
H -9.271 -28.347 -7.897
H -10.427 -26.223 -8.518
H -11.753 -27.038 -10.437
H -12.829 -26.243 -9.394
H -12.788 -27.991 -9.407
C -15.333 -24.032 -2.642
C -14.300 -23.721 -3.742
C -13.279 -22.686 -3.277
O -13.668 -24.899 -4.155
H -16.257 -24.462 -3.035
H -15.651 -23.110 -2.147
H -15.040 -24.731 -1.854
H -14.863 -23.288 -4.583
H -12.624 -23.028 -2.476
H -13.886 -21.845 -2.918
H -12.673 -22.207 -4.048
B -10.201 -26.958 -3.578
F -10.285 -26.310 -2.322
F -10.529 -28.308 -3.348
F -11.199 -26.386 -4.403
F -8.918 -26.870 -4.054
B -14.228 -28.667 -4.826
F -13.553 -29.164 -3.698
F -15.543 -28.425 -4.448
F -13.592 -27.504 -5.226
F -14.257 -29.624 -5.857
C -20.212 -31.485 -9.474
C -18.769 -31.787 -9.090
O -18.064 -30.584 -8.804
C -16.813 -30.322 -9.180
O -16.219 -30.960 -10.012
O -16.386 -29.291 -8.470
C -15.136 -28.730 -8.954
H -20.664 -30.741 -8.818
H -20.809 -32.395 -9.470
H -20.226 -31.010 -10.458
H -18.302 -32.409 -9.850
H -18.837 -32.248 -8.102
H -14.326 -28.991 -8.273
H -15.315 -27.659 -8.926
H -14.784 -29.142 -9.896
C -17.498 -26.017 -5.400
C -16.738 -26.366 -6.666
O -16.449 -25.173 -7.422
C -15.211 -24.664 -7.507
O -14.189 -25.222 -7.200
O -15.195 -23.461 -8.027
C -16.401 -22.720 -8.311
H -18.240 -25.221 -5.444
H -16.760 -25.698 -4.658
H -17.957 -26.892 -4.939
H -17.398 -26.913 -7.340
H -15.878 -26.984 -6.428
H -17.196 -23.435 -8.500
H -16.149 -22.269 -9.269
H -16.679 -21.964 -7.583
C -19.123 -34.640 -2.115
C -17.902 -35.324 -2.762
O -17.340 -34.703 -3.897
C -17.060 -33.400 -3.925
O -17.464 -32.588 -3.139
O -16.354 -33.208 -5.038
C -16.058 -31.829 -5.416
H -18.836 -33.724 -1.604
H -19.750 -35.292 -1.513
H -19.728 -34.224 -2.928
H -18.179 -36.355 -2.968
H -17.143 -35.370 -1.975
H -17.050 -31.376 -5.465
H -15.579 -31.720 -6.380
H -15.503 -31.439 -4.568
C -13.856 -33.756 -2.167
C -13.663 -32.485 -1.317
O -12.268 -32.198 -1.108
C -11.513 -31.746 -2.104
O -11.910 -31.255 -3.121
O -10.268 -31.774 -1.590
C -9.142 -31.364 -2.360
H -14.892 -33.834 -2.508
H -13.570 -34.676 -1.665
H -13.363 -33.650 -3.136
H -14.193 -32.639 -0.379
H -14.155 -31.604 -1.733
H -9.392 -30.402 -2.808
H -8.820 -32.099 -3.099
H -8.317 -31.293 -1.655
C -13.135 -29.430 3.339
C -13.608 -28.783 2.067
O -14.786 -29.347 1.469
C -15.080 -28.973 0.229
O -14.518 -28.075 -0.349
O -16.113 -29.676 -0.194
C -16.582 -29.374 -1.510
H -13.494 -30.461 3.386
H -13.427 -28.977 4.289
H -12.049 -29.434 3.424
H -12.882 -29.024 1.284
H -13.603 -27.698 2.176
H -17.432 -29.993 -1.765
H -15.778 -29.439 -2.244
H -16.806 -28.304 -1.516
```

As for the LUMO energy (alpha / beta): 0.4 / 0.4 eV. Its total charge is 0. As for the total energy: -4310.11034 Eh. The expectation value of S² is 6.009. Its spin multiplicity is 5.

Results of the Löwdin charge analysis, in e, for atoms 1 through 8: atom 1 (Cr): 0.969, atom 2 (N): 0.314, atom 3 (H): 0.081, atom 4 (H): 0.110, atom 5 (H): 0.084, atom 6 (H): 0.134, atom 7 (N): 0.286, atom 8 (H): 0.085



Record 3
Density functional theory data (the ωB97M-V functional and the def2-TZVPD basis) for a cluster of 2 separate species, CH4N3O3 in total in a non-equilibrium geometry.

Geometry as XYZ:
```
11
Properties=species:S:1:pos:R:3
C 0.838 0.178 0.421
N 1.258 -0.762 1.160
N 1.020 0.496 -0.915
N -1.975 0.567 0.119
O 2.005 1.001 -1.390
O -0.090 0.265 -1.614
O -2.452 -0.555 0.014
H 0.738 -0.996 1.967
H 2.025 -1.302 0.845
H -2.680 1.295 0.502
H -0.687 -0.188 -1.108
```

As for the LUMO energy (alpha / beta): -6.4 / -6.4 eV. Its total charge is +1. As for the total energy: -429.90138 Eh. The value obtained for the relative energy (zero: lowest compared OMol25 entry of this formula, charge and spin) is 780.6 kJ/mol.

Results of the natural (NBO) charge analysis, in e, for atoms 1 through 8: atom 1 (C): 0.376, atom 2 (N): -0.625, atom 3 (N): 0.411, atom 4 (N): -0.058, atom 5 (O): -0.195, atom 6 (O): -0.389, atom 7 (O): -0.224, atom 8 (H): 0.454



Record 4
Density functional theory data (the ωB97M-V functional and the def2-TZVPD basis) for a cluster of 3 separate species, C14H31FN2O8PS2 in total in a non-equilibrium geometry.

Geometry as XYZ:
```
59
Properties=species:S:1:pos:R:3
C -2.774 4.129 -1.530
O -1.519 4.220 -2.317
C -0.712 3.014 -2.053
N 0.493 3.250 -1.154
C 0.931 4.476 -0.376
N 2.212 4.098 0.394
C 3.051 4.915 1.352
C 2.934 4.231 2.850
C 1.433 3.591 3.165
F 3.993 3.169 3.015
C 2.710 2.661 0.154
C 1.512 2.173 -0.854
P 1.676 0.351 -1.403
O 0.517 -0.037 -2.405
H -3.482 5.013 -1.860
H -2.558 4.217 -0.380
H -3.351 3.129 -1.800
H -1.394 2.225 -1.474
H -0.328 2.516 -3.042
H 0.408 5.523 -0.348
H 2.658 6.031 1.476
H 4.176 5.027 0.978
H 3.111 5.075 3.644
H 1.491 2.463 2.778
H 0.579 4.096 2.511
H 1.138 3.639 4.300
H 3.653 2.119 0.588
H 3.013 0.180 -1.921
H 1.589 -0.498 -0.218
O -4.427 -2.666 -5.128
S -4.570 -2.480 -3.699
O -4.566 -1.166 -3.093
O -3.486 -3.419 -2.929
C -2.105 -3.254 -3.239
C -1.548 -1.972 -2.645
C -6.037 -3.321 -3.162
H -1.948 -3.290 -4.322
H -1.574 -4.109 -2.806
H -2.012 -1.091 -3.098
H -0.472 -1.903 -2.811
H -1.748 -1.927 -1.571
H -6.046 -4.327 -3.582
H -6.897 -2.757 -3.526
H -6.048 -3.351 -2.072
O 1.746 -1.697 1.943
S 2.470 -2.887 2.335
O 2.782 -3.940 1.391
O 1.749 -3.544 3.637
C 0.373 -3.900 3.543
C 0.174 -5.145 2.697
C 3.983 -2.398 3.121
H -0.215 -3.061 3.158
H 0.022 -4.101 4.562
H 0.457 -4.966 1.655
H -0.871 -5.459 2.708
H 0.798 -5.965 3.065
H 3.768 -1.626 3.860
H 4.647 -2.003 2.351
H 4.438 -3.273 3.588
```

As for the LUMO energy: -4.2 eV. Its total charge is +1. As for the total energy: -2500.51664 Eh.

Results of the natural (NBO) charge analysis, in e, for atoms 1 through 8: atom 1 (C): -0.296, atom 2 (O): -0.530, atom 3 (C): 0.083, atom 4 (N): -0.354, atom 5 (C): 0.252, atom 6 (N): -0.371, atom 7 (C): -0.280, atom 8 (C): 0.192



Record 5
Density functional theory data (the ωB97M-V functional and the def2-TZVPD basis) for the molecule C17H23NO4S.

Geometry as XYZ:
```
46
Properties=species:S:1:pos:R:3
C 5.372 3.219 -0.315
H 4.959 3.589 0.629
H 4.793 3.626 -1.150
H 6.408 3.542 -0.404
O 5.410 1.813 -0.348
C 4.246 1.128 -0.261
C 2.988 1.697 -0.132
C 1.851 0.911 -0.054
C 1.951 -0.474 -0.099
C 3.222 -1.053 -0.228
C 4.362 -0.283 -0.312
O 5.626 -0.763 -0.442
C 5.801 -2.158 -0.514
H 5.280 -2.584 -1.378
H 5.455 -2.654 0.398
H 6.873 -2.312 -0.625
H 3.266 -2.130 -0.261
C 0.806 -1.404 -0.016
O 0.967 -2.607 -0.028
C -0.584 -0.808 0.139
C -0.824 -0.499 1.625
C -2.251 -0.001 1.833
H -2.445 0.154 2.895
H -2.396 0.949 1.315
C -3.250 -1.019 1.275
N -2.972 -1.263 -0.120
C -3.686 -0.829 -1.179
O -3.308 -0.970 -2.326
C -5.039 -0.189 -0.903
H -5.660 -0.808 -0.254
H -5.530 -0.049 -1.866
S -4.856 1.467 -0.144
C -6.521 2.102 -0.480
H -7.259 1.456 -0.013
H -6.570 3.096 -0.047
H -6.680 2.155 -1.554
C -1.647 -1.801 -0.344
H -1.533 -1.991 -1.412
H -1.541 -2.745 0.199
H -4.264 -0.654 1.414
H -3.143 -1.969 1.812
H -0.108 0.245 1.976
H -0.667 -1.414 2.201
H -0.679 0.108 -0.449
H 0.897 1.403 0.041
H 2.880 2.770 -0.093
```

The SMILES is COc1ccc(C(=O)[C@@H]2CCCN(C(=O)CSC)C2)cc1OC. As for the LUMO energy: 0.5 eV. Its total charge is 0. As for the total energy: -1415.49025 Eh. The value obtained for the relative energy (zero: lowest compared OMol25 entry of this formula, charge and spin) is 76.5 kJ/mol.

Results of the natural (NBO) charge analysis, in e, for atoms 1 through 8: atom 1 (C): -0.252, atom 2 (H): 0.177, atom 3 (H): 0.178, atom 4 (H): 0.204, atom 5 (O): -0.475, atom 6 (C): 0.283, atom 7 (C): -0.299, atom 8 (C): -0.181